Record 1
Density functional theory data (ωB97M-V with the def2-TZVPD basis set) for C25H27N3O5S in the gas phase.

Summary:
ΔE to the lowest compared entry with this formula, charge and spin (kJ/mol): 252.0
HOMO energy (Eh): -0.2981
2S+1: 1
Total charge: 0
Structure (SMILES): CCOc1ccc(S(=O)(=O)Nc2ccccc2C(=O)Nc2ccccc2N2CCOCC2)cc1

The geometry in XYZ format:
```
61
Properties=species:S:1:pos:R:3:forces:R:3
C 3.4125 2.5840 -6.3492 -0.13 -0.32 0.31
C 2.8986 1.3253 -5.6682 0.03 0.04 -0.38
O 2.9694 1.5373 -4.2688 0.04 0.14 0.11
C 2.5590 0.5625 -3.4276 -0.06 -0.16 0.36
C 2.6529 0.8598 -2.0634 0.04 -0.06 -0.24
C 2.2532 -0.0619 -1.1211 0.04 -0.03 0.05
C 1.7587 -1.2852 -1.5349 -0.07 -0.45 0.30
S 1.3234 -2.4858 -0.2996 0.50 -0.82 -0.03
O 0.9350 -1.8417 0.9226 -0.03 0.17 -0.29
O 2.3854 -3.4522 -0.2405 -0.05 -0.02 -0.30
N 0.0032 -3.3634 -0.9083 1.02 0.29 -0.14
C -1.2251 -3.3531 -0.2606 -0.74 0.36 0.45
C -1.8929 -4.5461 0.0117 0.21 0.12 -0.16
C -3.0983 -4.5401 0.6856 -0.05 0.08 0.01
C -3.6494 -3.3444 1.1183 -0.07 -0.08 0.05
C -2.9968 -2.1562 0.8480 0.13 -0.04 -0.06
C -1.7932 -2.1432 0.1511 -0.17 -0.31 -0.08
C -1.1678 -0.8505 -0.2513 -0.54 0.30 -0.08
O -0.7967 -0.6488 -1.3934 -0.26 0.10 0.08
N -1.1560 0.0673 0.7510 -0.19 0.07 0.33
C -0.5799 1.3380 0.7550 0.05 0.28 -0.07
C -0.1397 1.9872 -0.3894 -0.07 -0.03 -0.14
C 0.4707 3.2262 -0.2911 0.00 0.06 0.13
C 0.6466 3.8233 0.9434 0.09 0.12 -0.06
C 0.1791 3.1975 2.0879 -0.10 -0.11 0.04
C -0.4534 1.9662 2.0091 0.07 0.04 -0.18
N -0.9561 1.2674 3.1325 0.07 -0.05 0.00
C -2.3974 1.3354 3.3236 -0.26 -0.18 0.30
C -2.8037 0.2139 4.2832 -0.18 0.19 -0.27
O -2.1285 0.3299 5.5135 -0.06 0.05 0.11
C -0.7304 0.3161 5.3258 0.33 0.19 0.00
C -0.2828 1.4526 4.4025 -0.03 -0.34 0.27
C 1.6740 -1.6040 -2.8720 0.05 0.01 0.05
C 2.0673 -0.6806 -3.8252 0.05 0.09 -0.17
H 4.4372 2.7782 -6.0450 0.11 0.04 -0.01
H 3.3771 2.4617 -7.4279 0.00 0.00 -0.11
H 2.8002 3.4354 -6.0659 -0.05 0.10 -0.02
H 1.8601 1.1287 -5.9660 0.11 -0.05 0.06
H 3.5173 0.4623 -5.9493 -0.12 0.04 0.07
H 3.0333 1.8256 -1.7727 0.04 0.11 0.06
H 2.3005 0.1565 -0.0665 0.02 0.14 0.12
H 0.3173 -4.2862 -1.1733 0.18 0.00 0.05
H -1.4545 -5.4795 -0.3114 0.07 -0.11 0.01
H -3.6038 -5.4732 0.8842 -0.03 -0.08 0.01
H -4.5855 -3.3389 1.6552 -0.08 0.00 0.03
H -3.4391 -1.2187 1.1536 -0.02 0.09 0.01
H -1.2671 -0.2972 1.6907 0.06 -0.07 -0.10
H -0.2542 1.5055 -1.3454 0.00 -0.02 -0.03
H 0.8159 3.7196 -1.1869 0.04 0.04 -0.10
H 1.1352 4.7831 1.0212 0.04 0.08 0.00
H 0.3025 3.6770 3.0474 -0.01 0.01 0.11
H -2.9067 1.2228 2.3654 -0.01 -0.01 0.00
H -2.6908 2.3046 3.7623 0.01 -0.06 -0.10
H -3.8692 0.2658 4.5144 0.04 -0.03 -0.09
H -2.5764 -0.7618 3.8238 -0.04 0.06 0.00
H -0.2906 0.4240 6.3184 0.04 -0.02 -0.08
H -0.4199 -0.6443 4.8878 0.01 0.08 0.04
H 0.7954 1.4018 4.2459 0.00 0.03 0.04
H -0.5400 2.4144 4.8769 0.06 -0.04 -0.06
H 1.2833 -2.5638 -3.1677 -0.08 -0.09 -0.13
H 1.9820 -0.9361 -4.8691 0.00 0.00 -0.09
```
Forces are in eV/Å.


Record 2
Density functional theory data (ωB97M-V with the def2-TZVPD basis set) for a molecular structure, C23H56O21Tl.

Summary:
HOMO energy (spin up / spin down) (Eh): -0.4972 / -0.4970
2S+1: 2
Total charge: +2
<S²>: 1.834

The geometry in XYZ format:
```
101
Properties=species:S:1:pos:R:3:forces:R:3
Tl -2.2178 -3.2907 -0.9744 0.08 -0.36 -0.80
C 0.2900 0.5150 1.2647 0.30 0.14 1.98
C 0.5236 1.8509 0.9305 2.39 3.39 1.74
C -0.0425 2.4144 -0.4095 0.59 3.52 0.93
O -0.1082 3.6137 -0.8895 1.28 -0.93 2.52
C -0.6098 1.5512 -1.2457 -2.21 -3.90 -2.86
C -0.6796 0.1203 -1.0465 0.62 -2.65 1.60
C -0.4077 -0.3856 0.4778 -2.11 -1.17 -3.25
O -0.8443 -1.4773 0.7841 0.63 0.81 0.44
O -0.8704 -0.7814 -1.8452 0.12 1.93 0.39
O 1.2468 2.5560 1.7443 -2.34 -1.55 -2.71
H 0.5479 0.1719 2.2558 0.19 0.11 0.23
H -1.1816 1.8466 -2.1130 0.12 0.63 -0.17
C 2.4297 3.0371 -3.1351 0.78 0.36 1.28
O 1.1024 3.3751 -3.3905 -1.47 0.41 -1.58
H 3.2242 3.5657 -3.6618 -0.68 0.27 -0.73
H 2.4801 3.4707 -2.1363 1.52 -1.18 0.68
H 2.5995 1.9706 -3.2834 0.23 -0.06 0.59
H 0.6256 3.1255 -2.5956 -0.13 0.29 -0.46
C 4.4747 1.6470 1.0292 1.81 -1.56 3.05
O 3.6536 1.8493 -0.0147 -1.82 0.95 -2.67
H 4.4451 2.3598 1.8534 -0.11 0.56 -0.27
H 4.2372 0.6970 1.5078 -0.09 -0.37 0.23
H 5.5193 1.5090 0.7504 -0.09 0.40 -0.49
H 2.8502 2.2985 0.2581 0.36 0.10 0.18
C 0.7072 0.3512 -5.4059 0.07 0.00 0.76
O 0.3505 -0.6945 -4.4816 0.33 0.49 -0.29
H 1.2910 1.0855 -4.8510 0.17 0.12 -0.29
H 1.3239 -0.0814 -6.1936 -0.34 0.09 0.00
H -0.1970 0.8507 -5.7537 0.12 -0.11 -0.44
H 0.0370 -0.2764 -3.6763 -0.10 -0.06 0.03
C -4.7158 -1.0301 -2.5812 -2.69 1.68 -0.51
C -4.9632 -0.2423 -1.2828 -1.30 -1.81 0.21
O -4.6741 -1.2069 -0.2833 0.50 -0.07 1.18
O -3.3973 -1.2822 -2.8559 1.54 0.42 -0.45
H -5.1992 -0.4929 -3.3972 0.27 0.76 -0.27
H -5.2722 -1.9549 -2.7333 -0.29 -0.31 1.43
H -6.0187 -0.0276 -1.1153 -0.36 0.07 -0.97
H -4.5267 0.7216 -1.0212 0.96 -0.01 -0.87
H -5.3882 -1.1076 0.3506 0.30 -0.40 0.49
H -3.3380 -0.9205 -3.7432 1.08 -0.38 -0.14
C 2.9906 -1.9712 2.1991 -1.25 1.89 0.40
C 1.8897 -2.7923 2.8804 0.02 1.09 -0.15
O 1.7278 -4.0230 2.2779 0.39 -1.58 -0.24
O 2.5640 -1.4055 0.9290 0.23 -1.36 -1.04
H 3.9470 -2.4772 2.0674 -0.35 -0.26 -0.25
H 3.1732 -1.0746 2.7915 0.30 -0.23 0.66
H 0.9096 -2.3157 2.8640 0.05 0.84 -0.19
H 2.1031 -2.8244 3.9488 0.38 -0.65 0.09
H 0.9163 -4.0859 1.7688 -0.02 0.28 0.17
H 2.0494 -0.5970 0.9845 0.52 -0.09 0.60
C 0.7226 -5.4480 -1.9743 0.39 -0.92 -0.60
C 1.4040 -4.7688 -0.7972 -1.03 1.62 -0.71
O 0.9345 -3.3475 -0.7558 -0.29 -1.45 -0.27
O -0.6335 -5.7575 -1.6826 -0.65 0.59 0.49
H 1.1982 -6.3945 -2.2313 0.54 -0.08 0.49
H 0.7760 -4.9201 -2.9264 0.02 0.77 0.29
H 2.4875 -4.7338 -0.9109 -0.08 -0.35 0.12
H 1.0599 -5.2534 0.1165 0.42 -0.22 -0.04
H 1.5260 -2.8519 -0.1848 0.43 0.19 0.28
H -0.8616 -6.6338 -2.0013 0.10 0.02 0.00
C -1.5820 -3.2158 -4.9807 1.17 -0.01 -0.87
C -2.2986 -4.5381 -4.8525 0.25 0.37 -0.18
O -3.1807 -4.5381 -3.7558 -0.67 0.20 0.49
O -0.9402 -2.8329 -3.8221 -0.25 -0.73 2.66
H -2.1424 -2.3522 -5.3389 -0.81 -0.35 -0.34
H -0.7363 -3.3477 -5.6555 -0.45 -0.36 -1.04
H -1.6083 -5.3614 -4.6687 0.51 0.14 -0.39
H -2.8505 -4.7208 -5.7746 0.07 -0.06 -0.20
H -3.6015 -5.3987 -3.8186 -0.38 -0.02 0.41
H -0.3257 -2.1297 -4.0445 0.21 0.09 -0.20
C 1.3674 6.9967 -0.9946 2.17 -1.47 -1.78
C 0.8813 6.8885 0.4387 -2.22 -0.42 2.73
O -0.4365 6.4079 0.4820 0.51 0.89 -0.61
O 1.9190 5.7213 -1.3374 0.57 1.90 0.67
H 2.1699 7.7281 -1.0906 -0.28 -0.02 -0.40
H 0.5086 7.0662 -1.6623 -0.38 0.78 0.20
H 0.9425 7.9120 0.8085 -0.43 0.41 -0.22
H 1.4047 6.3234 1.2099 1.15 -0.27 -0.81
H -0.4084 5.4779 0.2457 -0.34 -0.61 0.37
H 1.3068 5.0611 -1.0044 -0.94 -1.26 -0.24
C 1.8138 1.5129 5.7674 1.72 3.84 -0.13
C 0.8899 2.7274 5.6549 -0.98 0.62 0.45
O 1.2585 3.7503 4.6966 0.52 -0.74 -0.06
O 1.6055 0.6112 4.7755 -0.79 -3.02 -1.43
H 2.0722 1.0658 6.7274 -1.06 -0.24 -0.01
H 2.7232 2.0655 5.5312 0.93 -0.15 0.13
H 0.8496 3.3522 6.5472 -0.16 -0.64 0.34
H -0.1041 2.3933 5.3573 -0.38 -0.11 0.39
H 1.1989 3.4005 3.8046 0.04 -0.09 -0.09
H 1.3240 0.9833 3.9365 0.22 0.62 0.39
C -2.2326 -0.5753 4.2843 -1.36 0.53 0.58
C -2.5767 -0.2284 5.8018 2.05 -0.62 -2.25
O -2.1245 -1.2533 6.6784 -1.22 0.21 0.08
O -3.4369 -0.8728 3.5583 0.64 -0.56 0.01
H -1.5130 -1.3923 4.2309 0.12 -0.06 -0.01
H -1.8658 0.2984 3.7455 0.42 0.19 0.26
H -3.6585 -0.0967 5.7771 0.16 -0.15 0.79
H -2.0321 0.7065 5.9332 -0.30 0.26 0.78
H -1.1803 -1.4178 6.6220 0.07 0.38 -0.21
H -3.5921 -1.8040 3.7326 -0.47 -0.15 -0.08
```
Forces are in eV/Å.


Record 3
Density functional theory data (ωB97M-V with the def2-TZVPD basis set) for a molecular structure, C60H52BCl2N2O6P3TeY.

Summary:
ΔE to the lowest compared entry with this formula, charge and spin (kJ/mol): 105.6
HOMO energy (Eh): -0.1390
2S+1: 1
Total charge: -1

The geometry in XYZ format:
```
128
Properties=species:S:1:pos:R:3:forces:R:3
Y -0.2090 0.0642 0.4171 3.57 0.49 -1.45
Te 2.3759 -4.2293 0.6469 -0.22 -0.12 -0.79
C 2.7899 -5.9926 -0.4716 -0.06 0.04 0.09
C 2.9187 -7.2270 0.1561 0.03 -0.05 0.10
C 3.1384 -8.3656 -0.6082 0.02 0.07 -0.12
N 3.2447 -8.3605 -1.9381 -0.03 0.20 0.03
C 3.1312 -7.1660 -2.5341 0.01 -0.16 0.15
C 2.9041 -5.9781 -1.8565 0.03 -0.04 -0.08
C 1.1362 -3.3396 -0.8943 0.17 0.57 1.06
P -0.5096 -3.0339 -0.0936 0.16 -0.55 -0.55
C -0.8688 -4.5576 0.8814 -0.06 0.23 0.21
C -0.6973 -5.8222 0.3170 0.00 -0.04 0.07
C -0.9716 -6.9603 1.0568 -0.01 0.04 -0.03
C -1.4383 -6.8500 2.3655 0.01 0.06 -0.01
C -1.6378 -5.5958 2.9233 0.00 -0.04 -0.03
C -1.3556 -4.4526 2.1791 0.08 -0.01 -0.03
C -1.8245 -3.4455 -1.3508 0.02 0.01 0.03
C -3.1547 -3.4520 -0.9202 -0.04 -0.02 -0.08
C -4.1929 -3.7314 -1.7987 0.11 0.02 -0.02
C -3.9178 -4.0149 -3.1344 0.01 0.03 0.03
C -2.6004 -4.0181 -3.5735 0.01 0.06 0.04
C -1.5652 -3.7293 -2.6861 0.01 -0.07 -0.11
P 1.7577 -1.6202 -1.2323 -0.01 -1.01 -0.34
C 1.5686 -1.4401 -3.0736 0.13 0.15 0.02
C 1.5704 -0.1517 -3.6177 0.02 -0.01 -0.05
C 1.5075 0.0365 -4.9948 -0.02 -0.03 0.08
C 1.4258 -1.0591 -5.8471 0.01 -0.03 0.07
C 1.4091 -2.3431 -5.3152 0.03 0.03 0.08
C 1.4860 -2.5291 -3.9372 0.01 -0.01 -0.12
C 3.6008 -1.7242 -1.1970 -0.05 0.34 0.30
C 4.3928 -2.2969 -2.1874 0.10 -0.02 0.05
C 5.7728 -2.3866 -2.0265 -0.13 0.00 0.03
C 6.3807 -1.8855 -0.8837 -0.02 0.00 -0.03
C 5.6041 -1.2787 0.0951 0.01 -0.03 0.00
C 4.2295 -1.1995 -0.0644 -0.09 0.10 -0.03
H 2.8279 -7.3084 1.2351 -0.02 -0.04 -0.07
H 3.2222 -9.3381 -0.1302 0.00 0.04 0.01
H 3.2287 -7.1701 -3.6165 -0.01 0.03 0.03
H 2.8085 -5.0429 -2.3937 -0.03 -0.01 -0.02
H -0.3184 -5.9018 -0.6967 -0.01 -0.02 0.02
H -0.8170 -7.9385 0.6155 0.00 0.03 0.01
H -1.6446 -7.7434 2.9453 0.00 0.05 -0.03
H -2.0073 -5.5058 3.9390 0.02 0.01 -0.05
H -1.5010 -3.4671 2.6116 -0.02 -0.05 0.00
H -3.3785 -3.2467 0.1230 -0.01 0.02 -0.03
H -5.2168 -3.7222 -1.4429 0.02 -0.02 0.02
H -4.7272 -4.2368 -3.8229 0.06 0.00 0.04
H -2.3718 -4.2489 -4.6093 0.00 0.02 0.05
H -0.5377 -3.7387 -3.0279 -0.03 -0.02 0.05
H 1.6299 0.7006 -2.9458 0.01 -0.04 -0.05
H 1.5241 1.0410 -5.4046 0.00 -0.03 0.03
H 1.3834 -0.9142 -6.9210 -0.02 0.00 0.04
H 1.3495 -3.2030 -5.9743 0.00 0.03 0.04
H 1.4977 -3.5288 -3.5107 -0.03 0.07 0.00
H 3.9491 -2.6787 -3.0957 -0.08 -0.05 -0.04
H 6.3707 -2.8544 -2.8001 -0.01 0.02 0.01
H 7.4562 -1.9576 -0.7616 -0.06 0.00 -0.01
H 6.0685 -0.8736 0.9869 -0.04 0.00 -0.03
H 3.6249 -0.7157 0.6975 0.02 -0.02 0.02
O 1.0915 -1.7937 2.2665 -0.12 -0.40 -0.32
H 0.6181 -1.9118 3.0952 0.03 0.04 0.09
H 1.7218 -1.0700 2.4176 -0.13 0.33 0.00
O 1.6064 1.7606 -0.7350 0.05 -0.16 0.00
H 1.8977 1.8315 0.1983 -0.23 -0.08 0.07
H 1.0172 2.5039 -0.9042 -0.12 0.02 0.10
O -1.0644 -0.6330 -2.0068 -0.25 0.26 0.30
H -1.9343 -1.0451 -1.8972 -0.02 0.04 -0.04
H -0.6866 -0.9655 -2.8259 0.10 -0.11 -0.11
O -3.4043 -0.4285 -0.4248 -0.14 -0.01 0.00
B -2.4726 -0.3362 0.6844 -3.50 -0.66 0.51
O -3.2769 -0.5557 1.8479 -0.28 -0.05 -0.14
C -4.5780 -0.7150 1.4615 0.28 0.05 0.11
C -5.6980 -0.8986 2.2439 -0.05 -0.03 0.02
C -6.9257 -1.0103 1.5827 0.09 0.00 0.00
C -7.0030 -0.9580 0.1945 0.07 0.01 0.00
C -5.8561 -0.7810 -0.5865 -0.11 0.00 -0.06
C -4.6583 -0.6454 0.0792 0.24 0.05 -0.09
H -5.6177 -0.9567 3.3235 -0.02 0.03 -0.08
H -7.8323 -1.1457 2.1611 0.05 -0.01 -0.02
H -7.9672 -1.0597 -0.2902 0.05 0.00 0.01
H -5.9107 -0.7599 -1.6702 0.02 0.03 0.09
O -1.1349 2.1614 -1.2337 0.04 -0.09 0.23
P -2.2661 2.5831 -2.1168 -0.08 0.07 0.11
C -3.8220 2.7016 -1.2157 -0.05 0.05 0.03
C -3.7314 2.7729 0.1705 -0.03 -0.07 0.03
C -4.8818 2.8924 0.9394 0.04 0.00 -0.04
C -6.1224 2.9576 0.3209 0.02 -0.01 0.03
C -6.2143 2.9190 -1.0645 0.05 -0.01 -0.09
C -5.0669 2.7963 -1.8361 -0.01 0.01 0.06
C -1.9867 4.2618 -2.7372 -0.04 0.09 0.06
C -2.7037 4.7887 -3.8099 0.02 0.03 -0.03
C -2.5415 6.1187 -4.1691 -0.04 -0.03 -0.04
C -1.6682 6.9316 -3.4570 0.00 -0.02 -0.02
C -0.9571 6.4137 -2.3851 0.02 -0.02 0.02
C -1.1191 5.0826 -2.0231 0.08 -0.05 0.02
C -2.5791 1.5960 -3.5919 0.03 -0.05 -0.05
C -3.5571 0.6017 -3.6101 0.06 -0.01 0.10
C -3.7131 -0.1996 -4.7302 0.03 -0.01 -0.03
C -2.8962 -0.0101 -5.8392 -0.01 0.01 0.05
C -1.9268 0.9844 -5.8299 0.01 -0.01 -0.03
C -1.7661 1.7852 -4.7087 -0.02 -0.06 0.05
H -2.7561 2.7131 0.6390 -0.09 0.01 -0.05
H -4.8022 2.9267 2.0187 0.01 -0.02 -0.01
H -7.0224 3.0352 0.9189 0.03 -0.01 -0.01
H -7.1835 2.9715 -1.5451 0.02 0.00 0.00
H -5.1418 2.7649 -2.9182 -0.03 -0.01 0.06
H -3.3797 4.1541 -4.3733 0.02 0.05 0.02
H -3.0976 6.5231 -5.0070 0.03 -0.02 0.03
H -1.5410 7.9689 -3.7422 -0.01 -0.02 0.01
H -0.2781 7.0473 -1.8277 -0.01 -0.04 -0.01
H -0.5728 4.6641 -1.1842 -0.04 0.06 -0.03
H -4.1718 0.4370 -2.7318 0.07 0.00 -0.08
H -4.4624 -0.9818 -4.7303 0.04 0.00 0.00
H -3.0096 -0.6472 -6.7083 0.00 0.03 0.02
H -1.2905 1.1303 -6.6949 -0.01 -0.02 0.06
H -1.0034 2.5570 -4.6946 -0.02 -0.06 -0.02
Cl -1.6574 2.0501 2.7532 -0.01 0.11 0.25
C -0.2972 1.7760 3.8244 0.17 -0.12 -0.08
C -0.4325 2.0510 5.1664 0.00 0.10 -0.03
C 0.6462 1.8798 6.0294 0.04 -0.02 0.01
C 1.8422 1.3969 5.5030 -0.06 -0.04 -0.06
C 1.9443 1.0840 4.1636 -0.28 -0.05 -0.10
Cl 3.4493 0.3708 3.5971 -0.04 0.11 -0.02
C 0.8824 1.2428 3.1842 0.55 0.22 0.00
N 0.9837 0.9566 1.9024 -0.08 0.35 0.67
H -1.3831 2.4104 5.5438 0.02 0.02 -0.06
H 0.5569 2.1061 7.0846 0.00 -0.01 -0.06
H 2.7018 1.2533 6.1472 -0.01 -0.05 -0.04
```
Forces are in eV/Å.


Record 4
Density functional theory data (ωB97M-V with the def2-TZVPD basis set) for a molecular structure, C6H10INO.

Summary:
ΔE to the lowest compared entry with this formula, charge and spin (kJ/mol): 549.2
HOMO energy (Eh): -0.1975
2S+1: 1
Total charge: 0

The geometry in XYZ format:
```
19
Properties=species:S:1:pos:R:3:forces:R:3
C -1.2364 1.7545 2.1414 -1.37 -3.96 1.88
C -0.8866 1.3847 1.0267 -0.15 -0.45 -1.04
C -0.7017 0.6585 -0.3723 0.69 1.60 1.06
C 0.7897 0.8727 -0.8871 0.39 0.73 -0.32
O 1.7305 0.0781 -0.1589 -1.44 -0.80 -0.85
C 1.4320 -1.2759 -0.4615 0.70 -0.40 0.42
C 0.0257 -1.7594 0.0071 1.18 -1.40 -0.48
N -1.0876 -0.7739 -0.1299 -0.27 -0.67 0.39
H -1.1391 2.0162 3.1876 -0.43 0.28 -0.79
H -1.4201 1.0747 -1.1062 0.42 -0.14 0.49
H 0.9162 0.7512 -1.9913 -0.38 -0.48 0.63
H 1.0797 2.0148 -0.6706 -0.43 -3.06 -0.94
H 1.5898 -1.5104 -1.5392 -0.22 0.42 0.47
H 2.1704 -1.8875 0.1015 -0.48 0.27 -0.35
H 0.1307 -2.1727 1.0274 -0.52 0.80 -0.31
H -0.2313 -2.6309 -0.6334 0.08 0.52 0.42
H -1.7505 -1.1047 -0.8338 0.31 0.20 -0.02
H -1.6210 -0.7815 0.7633 0.18 0.39 -0.10
I 0.2096 3.2914 0.5293 1.75 6.15 -0.55
```
Forces are in eV/Å.


no.,F_max (eV Å⁻¹)
1,1.07
2,5.32
3,3.88
4,6.42